{
  "formula": "C42H128N8O18",
  "method": "ωB97M-V with the def2-TZVPD basis set",
  "total_energy_ev": -94398.98888,
  "spin_multiplicity": 1,
  "de_lowest_kj_mol": 0.00,
  "max_force_ev_per_a": 2.16,
  "e_homo_ev": -8.19,
  "elements": ["C", "C", "C", "O", "C", "N", "H", "H", "H", "H", "H", "H", "H", "H", "H", "H", "H", "C", "C", "C", "O", "C", "N", "H", "H", "H", "H", "H", "H", "H", "H", "H", "H", "H", "C", "C", "C", "O", "C", "N", "H", "H", "H", "H", "H", "H", "H", "H", "H", "H", "H", "C", "C", "C", "O", "C", "N", "H", "H", "H", "H", "H", "H", "H", "H", "H", "H", "H", "C", "C", "C", "O", "C", "N", "H", "H", "H", "H", "H", "H", "H", "H", "H", "H", "H", "C", "C", "C", "O", "C", "N", "H", "H", "H", "H", "H", "H", "H", "H", "H", "H", "H", "C", "C", "C", "O", "C", "N", "H", "H", "H", "H", "H", "H", "H", "H", "H", "H", "H", "C", "C", "C", "O", "C", "N", "H", "H", "H", "H", "H", "H", "H", "H", "H", "H", "H", "C", "O", "H", "H", "H", "H", "C", "O", "H", "H", "H", "H", "C", "O", "H", "H", "H", "H", "C", "O", "H", "H", "H", "H", "C", "O", "H", "H", "H", "H", "C", "O", "H", "H", "H", "H", "C", "O", "H", "H", "H", "H", "C", "O", "H", "H", "H", "H", "C", "O", "H", "H", "H", "H", "C", "O", "H", "H", "H", "H"],
  "coordinates": [[0.546888, -5.349530, 5.026323], [0.692571, -4.222456, 3.975448], [0.065853, -4.616916, 2.676126], [0.708387, -5.751810, 2.146234], [-0.023327, -6.363155, 1.091350], [0.039610, -3.013886, 4.501782], [1.173454, -5.152915, 5.893660], [0.954746, -6.229935, 4.516693], [-0.482931, -5.584759, 5.289084], [1.766264, -4.035751, 3.859428], [0.179080, -3.822465, 1.924977], [-1.016605, -4.748448, 2.809479], [-0.250168, -5.600164, 0.344397], [-0.946119, -6.725776, 1.552819], [0.518330, -7.188048, 0.641831], [0.655316, -2.483058, 5.110668], [-0.149806, -2.422395, 3.679425], [4.918354, -1.001426, 1.977309], [5.343563, -0.689445, 0.540297], [5.087803, -1.854824, -0.405447], [6.104578, -2.852261, -0.281282], [7.244971, -2.567643, -1.034446], [4.633893, 0.526463, 0.122866], [5.131877, -0.131750, 2.598248], [5.421417, -1.882132, 2.378154], [3.841750, -1.188543, 2.034364], [6.382025, -0.346214, 0.565395], [5.027223, -1.546369, -1.452753], [4.127505, -2.294368, -0.124334], [7.896810, -3.442255, -1.078675], [7.849207, -1.787379, -0.551996], [7.019802, -2.268353, -2.064622], [3.618629, 0.369633, 0.145073], [4.764435, 0.665906, -0.883350], [0.376602, 5.239253, -5.025692], [0.373412, 3.726216, -5.159268], [1.488440, 3.307256, -6.118657], [1.478825, 1.897944, -6.285280], [2.324455, 1.526364, -7.369054], [0.662920, 3.154588, -3.818444], [-0.456513, 5.525801, -4.386263], [0.244920, 5.684918, -6.015776], [1.325581, 5.616415, -4.641887], [-0.602313, 3.358420, -5.478132], [2.471357, 3.689611, -5.826171], [1.278179, 3.756218, -7.102585], [2.632384, 0.484095, -7.276054], [3.257838, 2.091659, -7.306979], [1.781231, 1.671898, -8.303834], [0.719374, 2.147659, -3.964081], [1.620367, 3.416982, -3.571492], [-6.211582, -1.412834, 1.625365], [-5.240412, -0.230744, 1.817064], [-5.758488, 0.645217, 2.951151], [-7.086127, 1.030338, 2.682095], [-7.697111, 1.640650, 3.803472], [-3.870159, -0.708220, 2.099849], [-7.214019, -1.066544, 1.371158], [-6.272303, -1.971001, 2.563095], [-5.940432, -2.090437, 0.812559], [-5.266649, 0.305159, 0.866204], [-5.096686, 1.512207, 3.094935], [-5.711950, 0.147488, 3.930679], [-7.296377, 2.641705, 3.982835], [-7.580894, 1.051014, 4.717025], [-8.755057, 1.703354, 3.558562], [-3.916962, -1.323053, 2.912703], [-3.654699, -1.281666, 1.286267], [-2.318083, 5.014760, 1.388454], [-1.650459, 4.357362, 2.583663], [-2.580558, 3.613437, 3.546430], [-1.930095, 3.180268, 4.723113], [-1.700664, 4.152458, 5.717740], [-0.659353, 3.423390, 2.016125], [-3.106280, 5.643055, 1.825353], [-2.851867, 4.326590, 0.731877], [-1.638209, 5.623311, 0.799825], [-1.080542, 5.091555, 3.162325], [-2.935221, 2.694215, 3.076954], [-3.468400, 4.191384, 3.835409], [-1.200325, 3.652424, 6.542044], [-2.618092, 4.677468, 5.996038], [-1.003751, 4.917301, 5.353485], [-0.169617, 2.863551, 2.714116], [-1.185035, 2.745140, 1.466550], [1.945998, -3.263551, -3.172603], [1.498979, -4.123434, -4.361343], [1.466070, -5.608254, -4.053709], [1.369657, -6.334898, -5.248673], [1.118730, -7.715436, -5.075276], [0.122048, -3.611155, -4.641556], [1.580348, -3.728020, -2.246942], [1.619884, -2.228441, -3.179473], [3.028232, -3.326147, -2.994143], [2.142147, -3.981947, -5.238944], [0.603558, -5.765645, -3.395855], [2.418732, -5.805582, -3.548502], [1.004767, -8.150566, -6.065766], [0.161461, -7.838438, -4.557562], [1.952963, -8.176020, -4.540263], [-0.091015, -4.179759, -5.472129], [0.159857, -2.664463, -5.036487], [-1.553322, 0.366531, -4.312146], [-1.360773, -0.531589, -5.518753], [-2.051693, 0.010284, -6.789513], [-3.451720, -0.013439, -6.595570], [-4.196424, 0.104758, -7.794831], [0.041875, -0.836630, -5.735097], [-0.876392, 0.013044, -3.528496], [-2.572380, 0.271475, -3.937397], [-1.349903, 1.426568, -4.458716], [-1.874792, -1.490394, -5.390500], [-1.716346, -0.576758, -7.651760], [-1.801244, 1.069963, -6.935658], [-5.248516, 0.052977, -7.533116], [-3.945164, -0.765696, -8.414356], [-3.915487, 1.004512, -8.349582], [0.615607, 0.001103, -5.826427], [0.216308, -1.303624, -6.622755], [1.079378, 0.377827, 2.720291], [0.174322, -0.137639, 1.606240], [0.931396, -0.731506, 0.430588], [1.738143, 0.228886, -0.207568], [1.073501, 1.276679, -0.891227], [-0.790006, -1.104877, 2.146281], [1.497784, -0.427484, 3.334086], [0.598540, 1.050457, 3.436014], [1.964967, 0.897851, 2.343759], [-0.332176, 0.756567, 1.233476], [0.163812, -1.133751, -0.244352], [1.545433, -1.576206, 0.750304], [0.565368, 1.932719, -0.176146], [0.337117, 0.907319, -1.608304], [1.811811, 1.923817, -1.361096], [-1.167946, -1.657335, 1.372417], [-1.589002, -0.677514, 2.600521], [-3.000864, -4.004460, 0.303250], [-2.144409, -2.904220, 0.034966], [-2.844823, -4.814621, -0.412111], [-2.739740, -4.356420, 1.296256], [-4.062908, -3.748179, 0.284764], [-2.198972, -2.600304, -0.877860], [-2.916021, 0.616563, 5.956242], [-3.038496, -0.591375, 6.710666], [-3.025579, 0.338651, 4.902638], [-3.684880, 1.339527, 6.232618], [-1.928587, 1.061211, 6.100583], [-3.068591, -1.312745, 6.072866], [1.756965, 2.780402, 5.440936], [2.635681, 2.556445, 6.535711], [2.134816, 2.277921, 4.551515], [0.764514, 2.409110, 5.712007], [1.689514, 3.838689, 5.168186], [2.459251, 3.224325, 7.202383], [3.533063, 0.218481, -3.370570], [4.600961, 1.086951, -2.968332], [4.043899, -0.557815, -3.939813], [3.046109, -0.222896, -2.494454], [2.771500, 0.753487, -3.935409], [4.240647, 1.981090, -2.805563], [0.785024, -0.458548, 6.337644], [1.925263, -1.233129, 6.003286], [0.064562, -0.964174, 6.986543], [1.052824, 0.524472, 6.733090], [0.257390, -0.269235, 5.399741], [2.562238, -1.232112, 6.721923], [-3.373525, -3.714668, 4.707032], [-2.999242, -2.391359, 4.346792], [-2.906454, -4.386892, 3.981894], [-2.997378, -4.005396, 5.689866], [-4.446663, -3.888410, 4.678804], [-2.030199, -2.363334, 4.235733], [4.394361, 4.484306, -3.411526], [3.531906, 3.654675, -2.660304], [3.962694, 5.414183, -3.797251], [5.281021, 4.731544, -2.824311], [4.716879, 3.985090, -4.328164], [3.069412, 4.221062, -2.008946], [1.039473, 5.746311, -1.221600], [2.410602, 5.539333, -0.940260], [0.539538, 6.362137, -0.466837], [0.857881, 6.254279, -2.166439], [0.531267, 4.776900, -1.200713], [2.518599, 5.360620, 0.007409], [2.771267, 3.827420, 1.659572], [1.779245, 4.851048, 1.751741], [2.398724, 2.871193, 2.032340], [3.119134, 3.662946, 0.633404], [3.678009, 4.062634, 2.222392], [0.944597, 4.337832, 1.847165], [-2.616919, 0.883896, -0.551053], [-2.533311, 1.401006, 0.746686], [-2.430747, 1.531971, -1.410998], [-2.010141, -0.017102, -0.705406], [-3.654052, 0.589902, -0.777151], [-3.036808, 0.819474, 1.355652]],
  "forces_ev_per_angstrom": [[0.84, -0.37, -1.34], [-0.08, -0.12, 2.15], [0.17, 0.38, -1.10], [0.34, -0.76, 0.00], [-0.33, 0.82, 0.94], [-0.73, 0.30, -1.20], [-0.24, 0.09, 0.17], [0.00, -0.17, 0.39], [-0.09, 0.36, 0.10], [0.00, -0.16, -0.35], [-0.13, 0.28, 0.16], [-0.05, -0.35, 0.11], [-0.14, -0.09, -0.31], [-0.28, -0.22, -0.44], [0.29, 0.05, 0.17], [0.08, -0.35, -0.13], [0.33, 0.22, 0.39], [0.13, -0.06, -0.21], [-0.43, 1.11, 0.31], [0.75, -0.18, 0.36], [-0.73, -0.45, -0.06], [0.76, 0.26, 0.11], [-0.93, -0.03, -0.62], [0.04, -0.07, 0.10], [0.09, 0.04, -0.03], [-0.04, 0.01, -0.11], [0.23, -0.69, -0.19], [0.01, 0.24, -0.02], [0.05, -0.26, -0.08], [-0.30, -0.18, 0.09], [-0.10, 0.16, -0.21], [-0.13, 0.06, 0.05], [0.41, -0.02, 0.40], [0.45, 0.15, 0.22], [-0.43, -0.11, -0.67], [1.66, -0.03, 1.17], [-1.30, 0.14, -1.11], [0.51, -0.07, 0.14], [0.07, -0.11, 0.53], [-0.26, -0.29, -0.48], [0.16, 0.23, 0.08], [-0.13, 0.14, 0.09], [-0.04, -0.11, 0.23], [0.08, 0.00, -0.23], [0.06, -0.16, 0.40], [0.04, 0.05, -0.03], [-0.37, -0.10, 0.12], [-0.07, 0.20, -0.36], [0.29, 0.14, -0.20], [-0.05, -0.01, 0.28], [-0.17, 0.03, 0.06], [-0.26, 0.15, 0.07], [-0.94, -1.03, 0.08], [0.49, 0.38, 0.10], [0.19, -0.02, 0.28], [-0.19, 0.01, -0.38], [-0.98, 0.66, -0.55], [0.01, 0.12, 0.19], [-0.03, -0.15, -0.06], [0.40, 0.04, 0.09], [0.30, 0.43, 0.16], [-0.08, 0.20, -0.27], [-0.01, -0.50, -0.16], [0.03, 0.07, 0.00], [0.08, -0.13, -0.03], [-0.03, 0.15, 0.12], [0.36, -0.03, -0.06], [0.46, -0.24, 0.29], [-1.23, 0.51, 1.00], [0.94, -0.84, -0.28], [-0.40, 0.19, 0.11], [0.29, -0.39, 0.06], [0.43, 0.44, -0.81], [0.41, -0.32, 0.15], [0.10, 0.31, -0.41], [0.29, -0.33, 0.07], [0.13, -0.03, 0.08], [-0.19, 0.19, -0.10], [-0.02, 0.04, -0.17], [0.02, 0.25, -0.15], [-0.34, -0.03, 0.23], [-0.12, -0.23, 0.28], [0.02, 0.07, 0.04], [-0.37, 0.19, 0.27], [0.14, 0.01, -0.19], [1.13, -1.43, 0.91], [-0.86, 1.89, 0.29], [0.35, 0.90, 0.23], [-0.17, 0.06, -0.48], [-0.19, 0.59, -0.03], [0.27, -1.47, -1.48], [-0.45, 0.18, -0.09], [-0.04, 0.01, -0.38], [0.01, 0.33, -0.38], [0.18, 0.04, 0.13], [0.08, -0.33, 0.11], [-0.09, -0.49, 0.24], [0.19, -0.03, -0.02], [0.16, -0.25, 0.26], [-0.16, -0.24, 0.09], [-0.77, 0.17, 0.31], [0.37, -0.16, 0.61], [0.00, -0.55, 0.52], [-0.67, -0.02, -1.22], [-0.05, 0.88, 0.71], [-0.20, -0.33, 0.13], [0.83, -0.71, 0.15], [0.96, 0.48, -0.45], [-0.07, 0.03, 0.08], [-0.04, 0.08, -0.05], [0.06, -0.02, -0.36], [0.06, 0.00, 0.53], [-0.24, -0.08, -0.12], [0.51, -0.06, -0.26], [-0.04, 0.28, -0.06], [-0.22, 0.09, -0.24], [-0.28, 0.16, 0.05], [-0.29, 0.18, 0.38], [-0.41, -0.17, 0.06], [0.90, -0.36, 0.37], [-0.15, 0.85, 1.01], [-0.75, 0.09, 0.26], [0.29, -0.25, -0.33], [-0.27, 0.34, 0.76], [0.25, -0.51, -0.60], [-0.17, -0.21, -0.12], [-0.35, -0.06, -0.22], [-0.19, 0.07, -0.27], [-0.22, -0.21, -0.21], [0.13, -0.02, -0.34], [0.29, 0.15, -0.07], [-0.21, -0.03, -0.05], [0.10, -0.07, -0.15], [0.20, -0.37, -0.26], [-0.07, 0.10, 0.32], [0.11, 0.36, -0.15], [0.02, -0.19, -0.34], [0.02, 0.37, 0.10], [0.07, -0.04, 0.04], [-0.02, -0.04, 0.08], [0.01, 0.20, 0.03], [-0.17, -0.31, -0.01], [0.18, -0.86, -0.18], [-0.08, 0.38, 0.25], [0.02, 0.50, -0.11], [-0.01, -0.05, 0.05], [-0.08, 0.03, 0.01], [0.01, -0.08, -0.09], [-0.15, 0.32, 0.13], [0.25, -0.01, -0.19], [0.06, -0.28, 0.26], [-0.10, 0.04, -0.43], [-0.03, 0.04, 0.14], [0.01, 0.00, 0.03], [0.77, 0.30, 0.58], [-0.38, 0.32, -0.08], [-0.53, -0.14, -0.22], [0.02, -0.11, -0.02], [0.02, -0.08, -0.38], [0.03, -0.38, 0.09], [-0.38, 0.52, -0.30], [0.06, -0.11, 0.00], [0.25, -0.09, 0.18], [0.08, -0.21, 0.21], [0.03, -0.05, 0.00], [-0.09, 0.08, 0.09], [0.93, -0.64, -0.34], [-0.49, 0.36, 0.27], [-0.17, -0.27, 0.10], [-0.02, 0.18, 0.08], [-0.09, 0.55, -0.09], [-0.03, -0.40, 0.29], [0.66, 0.33, -0.47], [-0.42, 0.21, -0.36], [-0.41, 0.02, 0.51], [0.04, 0.08, -0.08], [0.02, -0.47, 0.27], [0.17, 0.08, 0.20], [-0.88, -0.36, 0.83], [0.51, 0.32, -0.57], [0.30, 0.04, 0.15], [0.53, -0.22, -0.20], [-0.19, 0.10, -0.33], [-0.53, 0.20, -0.07], [0.50, -0.27, 0.05], [0.39, -0.60, 0.14], [-0.01, 0.06, -0.04], [-0.20, -0.09, -0.06], [-0.23, 0.26, 0.20], [-0.25, 0.51, -0.45], [-1.25, -1.21, -0.85], [0.16, 0.82, -0.17], [0.63, 0.75, 0.74], [0.20, 0.06, 0.19], [0.00, -0.23, 0.20], [0.31, -0.18, -0.10]],
  "mulliken_charge": [-1.48, 0.31, 0.88, -0.51, -0.56, -0.24, 0.36, 0.41, 0.22, 0.36, -0.13, -0.48, 0.12, 0.30, 0.31, 0.25, -0.13, -1.27, 0.50, 0.14, -0.48, -0.66, -0.57, 0.35, 0.44, -0.07, 0.47, 0.29, -0.23, 0.31, 0.26, 0.26, -0.01, 0.29, -1.67, 0.68, -0.95, 0.04, -1.04, 0.09, 0.37, 0.47, 0.18, 0.18, 0.34, 0.48, 0.28, 0.38, 0.30, -0.11, -0.07, -1.72, 0.70, -0.26, -0.40, -0.75, 0.51, 0.44, 0.31, 0.39, 0.16, 0.25, 0.25, 0.27, 0.32, 0.29, -0.29, -0.06, -1.35, 0.74, 0.09, 0.24, -1.10, 0.92, 0.48, 0.11, 0.17, 0.20, -1.05, 0.60, 0.25, 0.38, 0.31, 0.09, -0.69, -1.03, 0.74, -0.89, -0.31, -0.76, -0.60, 0.18, 0.05, 0.43, 0.30, 0.34, 0.38, 0.25, 0.31, 0.30, 0.29, 0.18, -0.94, 0.79, -0.88, -0.31, -0.78, -0.17, -0.12, 0.57, -0.02, 0.22, 0.47, 0.27, 0.25, 0.32, 0.29, -0.37, 0.36, -0.72, 2.33, -1.92, 1.14, 1.36, 1.61, 0.21, -0.38, -0.26, -0.80, 0.28, 0.05, -0.49, -0.47, -0.47, -0.64, -0.66, -0.54, -0.17, 0.34, 0.06, 0.18, 0.11, 0.25, -0.69, -0.29, 0.33, -0.11, 0.33, 0.17, -0.56, -0.09, -0.24, 0.42, 0.32, 0.39, -0.63, 0.45, -0.35, -0.17, 0.40, -0.39, -0.56, 0.40, 0.52, -0.29, 0.28, -0.72, -0.35, 0.06, 0.29, 0.35, 0.18, -0.96, -0.34, 0.31, 0.28, 0.30, 0.25, -0.38, -0.64, 0.37, 0.31, 0.00, 0.33, 0.77, -0.79, -0.73, -0.34, 0.39, 0.47, -0.65, 0.05, 0.31, 0.00, 0.48, -0.48]
}